(1)
{"formula": "C6H32N2O8", "method": "wB97M-V/def2-TZVPD", "species": ["N", "C", "C", "C", "C", "C", "N", "C", "H", "H", "H", "H", "H", "H", "H", "H", "H", "H", "H", "H", "H", "H", "H", "H", "H", "H", "O", "H", "H", "O", "H", "H", "O", "H", "H", "O", "H", "H", "O", "H", "H", "O", "H", "H", "O", "H", "H", "O"], "positions_angstrom": [[0.588, -0.350, 0.065], [1.714, 0.282, -0.507], [2.752, -0.637, -1.214], [2.049, -1.591, -2.211], [1.240, -2.698, -1.447], [1.267, 1.493, -1.327], [1.651, 2.705, -0.566], [0.515, 3.622, -0.437], [-0.297, -0.206, -0.404], [0.793, -1.270, 0.457], [2.294, 0.696, 0.353], [3.525, -0.079, -1.734], [3.185, -1.328, -0.492], [2.742, -2.177, -2.819], [1.413, -1.088, -2.944], [0.170, -2.465, -1.458], [1.801, -2.886, -0.535], [1.219, -3.601, -2.064], [1.687, 1.519, -2.334], [0.207, 1.503, -1.566], [2.389, 3.179, -1.034], [0.807, 4.463, 0.183], [0.115, 4.045, -1.368], [-0.336, 3.086, -0.026], [-3.814, -0.325, 0.930], [-2.942, -1.085, 1.811], [-3.542, -1.238, 1.050], [0.881, 0.810, 3.504], [-0.259, 0.882, 4.639], [0.254, 0.307, 4.027], [-2.791, 1.088, -2.213], [-1.777, 0.043, -2.378], [-1.835, 0.966, -2.068], [-2.894, -1.558, -0.731], [-1.705, -0.992, -0.319], [-1.973, -1.493, -1.083], [-1.860, 2.046, 1.129], [-2.120, 1.585, -0.396], [-2.386, 1.518, 0.543], [-1.416, -3.637, 0.075], [-1.403, -2.749, 1.166], [-1.401, -3.735, 1.026], [1.691, 2.184, 1.492], [0.710, 1.047, 1.612], [1.020, 1.829, 2.096], [-0.721, -0.705, 3.148], [-1.627, -1.891, 3.473], [-1.580, -1.115, 2.897]], "forces_ev_per_a": [[1.720, -0.778, -0.907], [-0.655, 1.071, -0.275], [-0.479, -2.008, -0.993], [-0.806, -0.849, 0.258], [0.275, 0.784, -1.834], [0.638, 0.770, -0.386], [-1.344, -0.609, -0.510], [-0.233, 0.373, 0.031], [-0.187, 0.159, 0.109], [-0.589, 0.068, 0.520], [0.235, -0.227, -0.110], [-0.037, 0.501, 0.431], [0.390, 0.449, 0.265], [0.638, 0.590, 0.172], [0.002, 0.220, 0.135], [0.110, 0.171, 1.035], [-0.705, -0.417, 0.397], [0.379, -0.122, 0.236], [0.465, -0.266, 0.136], [-0.232, -0.116, 0.485], [0.797, 0.326, -0.288], [-0.163, -0.014, 0.279], [0.470, -0.192, -0.284], [0.149, 0.075, 0.450], [-0.473, 0.331, -0.293], [0.053, -0.567, -0.106], [0.052, 0.449, 0.304], [0.121, 0.858, 0.340], [0.809, -0.408, -0.866], [-0.612, -0.446, 1.116], [0.342, 0.452, 0.025], [0.306, 0.071, 0.428], [-0.809, -0.128, -0.894], [0.170, -0.551, -0.403], [0.142, 0.345, 0.694], [-0.638, -0.452, -0.167], [0.434, 0.587, 0.152], [0.207, 0.202, 0.746], [-0.502, -0.916, -0.558], [-0.188, -0.909, -0.814], [-0.234, -1.291, 0.908], [0.395, 2.180, 0.017], [-0.087, 0.421, 0.052], [-0.264, 0.393, 0.347], [0.185, -0.289, -0.443], [-0.460, 0.348, 0.314], [-0.183, 0.037, -0.143], [0.397, -0.677, -0.108]], "charge": 1, "homo_ev": [-13.74, -13.52], "s_squared": 0.76, "multiplicity": 2, "lumo_energy_ev": [-2.62, -8.22], "e_above_lowest_kcal_mol": 15.8}

---

(2)
{"formula": "C6H33Hf2NO19S2", "method": "wB97M-V/def2-TZVPD", "species": ["Hf", "Hf", "S", "O", "O", "O", "O", "S", "O", "O", "O", "O", "C", "O", "C", "C", "N", "C", "C", "O", "C", "H", "H", "H", "H", "H", "H", "H", "H", "H", "H", "H", "H", "H", "H", "H", "O", "H", "H", "O", "H", "H", "O", "H", "H", "O", "H", "H", "O", "H", "H", "O", "H", "H", "O", "H", "H", "O", "H", "H", "O", "H", "H"], "positions_angstrom": [[-0.682, -2.787, -1.531], [-1.517, 0.165, 3.182], [0.716, -1.323, 0.705], [0.152, -0.843, -0.582], [0.289, -2.745, 0.508], [2.157, -1.190, 0.725], [0.054, -0.698, 1.846], [-2.930, -1.461, 1.021], [-2.165, -2.138, -0.040], [-4.339, -1.640, 0.868], [-2.416, -1.813, 2.384], [-2.513, -0.027, 1.200], [-3.490, 4.706, -2.336], [-2.797, 4.357, -1.137], [-3.165, 3.146, -0.543], [-2.601, 1.941, -1.291], [-1.154, 1.740, -1.073], [-0.313, 2.580, -1.958], [1.167, 2.292, -1.833], [1.539, 1.021, -2.388], [2.934, 0.836, -2.157], [-3.134, 4.096, -3.171], [-3.286, 5.753, -2.534], [-4.563, 4.536, -2.213], [-4.237, 3.120, -0.321], [-2.696, 3.160, 0.448], [-2.807, 2.010, -2.369], [-3.154, 1.030, -1.035], [-1.027, 0.827, -1.502], [-0.535, 3.638, -1.808], [-0.676, 2.408, -2.981], [1.436, 2.342, -0.772], [1.636, 3.143, -2.332], [3.293, -0.078, -2.632], [3.091, 0.659, -1.088], [3.554, 1.686, -2.437], [-0.833, 1.839, 1.714], [-1.031, 1.758, 0.697], [-0.479, 2.739, 1.844], [3.590, -3.794, -0.193], [4.524, -4.048, -0.164], [3.557, -2.903, 0.176], [1.269, -1.744, -2.662], [1.506, -0.839, -2.335], [1.995, -2.014, -3.256], [0.764, 0.866, 3.829], [1.401, 1.043, 3.087], [1.221, 1.169, 4.634], [-0.516, -1.665, 4.275], [-0.816, -2.482, 4.716], [0.378, -1.886, 3.890], [1.277, -4.194, -1.415], [1.239, -5.160, -1.513], [2.156, -4.039, -0.942], [2.112, -2.194, 3.594], [2.949, -2.368, 4.051], [2.380, -1.797, 2.758], [2.728, 1.141, 2.059], [3.651, 1.424, 1.987], [2.636, 0.378, 1.459], [-1.180, -4.863, -0.528], [-1.305, -5.717, -0.991], [-0.995, -5.097, 0.404]], "forces_ev_per_a": [[4.588, 1.347, 6.660], [3.183, -3.431, -5.598], [0.603, -0.685, -1.416], [-1.385, 0.506, -2.151], [-0.405, -1.969, -0.022], [-0.988, -0.106, 0.558], [-0.159, 0.290, 0.810], [-4.178, 0.846, 2.643], [1.752, -1.145, -3.146], [1.856, 0.060, -0.349], [1.138, -0.943, 2.185], [0.886, 3.004, -0.166], [-0.117, -0.454, 0.084], [0.351, 0.232, 0.195], [0.370, 0.273, 0.125], [-1.111, 0.065, -0.607], [-0.269, -0.489, 0.275], [-0.599, 0.069, -0.536], [-1.028, 0.595, 0.180], [0.399, 0.410, -0.025], [0.304, -0.295, 0.784], [-0.034, 0.112, -0.093], [-0.026, 0.002, 0.026], [-0.025, 0.159, -0.034], [-0.124, -0.346, -0.516], [0.043, 0.056, 0.057], [0.080, 0.404, 0.062], [0.237, 0.074, 0.468], [0.385, -0.133, 0.680], [0.245, -0.051, 0.443], [0.380, -0.044, -0.093], [0.219, -0.169, 0.049], [0.544, -0.400, -0.224], [-0.036, 0.218, -0.496], [0.055, 0.193, 0.168], [-0.123, -0.011, -0.354], [-0.755, -0.549, 1.230], [0.115, -0.113, -0.688], [-0.067, -0.260, 0.267], [-0.310, 0.385, 0.040], [-0.161, -0.283, -0.208], [0.091, -0.003, 0.062], [-1.049, -0.581, 0.385], [-0.693, 0.182, -0.195], [-0.482, -0.314, -0.032], [-1.631, -0.003, 0.136], [0.356, 0.065, -0.086], [-0.354, -0.164, 0.052], [-0.339, 0.989, -0.323], [-0.350, 0.352, -0.049], [0.277, 0.219, 0.503], [-1.213, 0.004, -0.784], [-0.035, 0.160, -0.092], [0.307, 0.357, -0.012], [-0.143, 0.164, -0.280], [-0.290, -0.126, 0.271], [0.198, -0.009, 0.026], [-0.236, -0.369, -0.358], [-0.174, 0.192, 0.260], [0.323, 0.430, 0.226], [-0.173, 0.381, -0.986], [-0.207, 0.221, 0.122], [-0.017, 0.430, -0.114]], "charge": 4, "homo_ev": -18.31, "lumo_energy_ev": -14.64, "e_above_lowest_kcal_mol": 0.0}

---

(3)
{"formula": "C6H33NO10", "method": "wB97M-V/def2-TZVPD", "species": ["C", "C", "C", "C", "C", "C", "N", "H", "H", "H", "H", "H", "H", "H", "H", "H", "H", "H", "H", "H", "O", "H", "H", "O", "H", "H", "O", "H", "H", "O", "H", "H", "O", "H", "H", "O", "H", "H", "O", "H", "H", "O", "H", "H", "O", "H", "H", "O", "H", "H"], "positions_angstrom": [[-1.825, -0.104, -1.251], [-1.625, -0.537, -0.006], [-1.641, -2.064, 0.269], [-3.016, -2.449, 0.902], [-1.368, 0.316, 1.210], [0.122, 0.300, 1.448], [0.870, 1.412, 0.660], [-2.042, 0.941, -1.307], [-2.046, -0.702, -2.104], [-0.808, -2.213, 0.941], [-1.556, -2.622, -0.696], [-3.770, -2.585, 0.101], [-3.008, -3.439, 1.296], [-3.307, -1.656, 1.544], [-2.047, 0.035, 2.074], [-1.730, 1.393, 1.114], [0.573, -0.661, 1.150], [0.437, 0.422, 2.480], [1.440, 0.911, -0.017], [1.536, 1.893, 1.249], [0.594, -1.600, 2.887], [1.439, -1.825, 3.332], [-0.142, -1.746, 3.484], [3.493, -1.488, 1.983], [3.818, -0.599, 1.703], [2.598, -1.413, 1.645], [-0.677, 3.922, -2.337], [-1.589, 4.215, -2.229], [-0.472, 3.869, -1.349], [-4.736, 0.896, 0.461], [-3.933, 0.338, 0.402], [-4.434, 1.642, 0.986], [4.509, 0.686, -0.180], [4.134, 1.542, -0.397], [4.010, 0.133, -0.811], [2.336, 0.314, -1.672], [1.866, 1.050, -2.122], [1.970, -0.441, -2.189], [0.630, 1.769, -3.183], [0.166, 1.454, -3.965], [0.133, 2.541, -2.804], [0.859, -1.770, -2.264], [0.199, -1.313, -1.651], [1.262, -2.379, -1.606], [2.669, -2.931, -0.573], [3.066, -3.545, 0.047], [2.938, -2.066, -0.237], [-0.827, 3.416, 0.265], [-0.823, 4.120, 0.928], [-0.245, 2.617, 0.392]], "forces_ev_per_a": [[-0.669, 1.054, 1.534], [-0.610, -1.895, -0.603], [-0.868, 0.901, -0.721], [0.656, -0.157, -2.285], [-1.695, 1.488, 0.234], [2.184, 1.647, -0.431], [-1.006, -1.324, 0.368], [0.339, 0.755, -0.652], [0.118, -0.606, -0.372], [0.171, -0.820, 0.154], [0.414, 0.390, 0.847], [0.309, 0.694, 0.216], [0.264, -0.524, 1.134], [-0.626, 0.202, 1.021], [1.248, -0.470, -0.632], [0.664, -1.239, -0.483], [-0.530, 0.787, -0.214], [-0.501, 0.235, -0.096], [-0.096, 0.291, -0.462], [-0.061, -0.108, 0.378], [1.019, -1.403, 1.044], [-0.894, 0.010, 0.044], [0.172, -0.266, 0.374], [0.104, 1.209, -0.462], [0.353, -0.710, 0.254], [-0.531, -0.319, 0.082], [0.078, 0.485, 1.609], [-0.185, -0.120, -0.599], [-0.050, -0.129, -1.001], [0.707, -0.485, 0.086], [-0.637, 0.324, -0.208], [-0.091, 0.185, 0.035], [-0.021, -0.458, 0.170], [0.075, 0.261, 0.064], [0.136, 0.307, 0.106], [-0.169, 0.041, -0.538], [0.170, -0.143, 0.007], [0.097, 0.007, 0.451], [-0.006, 0.295, 0.291], [0.004, 0.187, 0.201], [-0.030, -0.547, -0.756], [-1.399, 0.162, 1.810], [0.893, -0.472, -1.427], [0.148, -0.035, -0.713], [-0.042, 0.255, 0.074], [0.048, -0.184, 0.107], [0.180, -0.116, -0.113], [-0.993, 0.918, -0.478], [0.475, -0.755, 0.009], [0.682, 0.198, 0.542]], "charge": 0, "homo_ev": -9.81, "lumo_energy_ev": 0.11, "smiles": "C=C(CC)CCN.O.O.O.O.O.O.O.O.O.O", "e_above_lowest_kcal_mol": 62.9}

---

(4)
{"formula": "C6H34N2O8", "method": "wB97M-V/def2-TZVPD", "species": ["C", "C", "C", "C", "C", "C", "N", "N", "H", "H", "H", "H", "H", "H", "H", "H", "H", "H", "H", "H", "H", "H", "H", "H", "H", "H", "H", "H", "O", "H", "H", "O", "H", "H", "O", "H", "H", "O", "H", "H", "O", "H", "H", "O", "H", "H", "O", "H", "H", "O"], "positions_angstrom": [[-2.853, 0.722, 1.860], [-1.553, 1.225, 1.402], [-0.476, 0.466, 2.230], [-0.706, -0.990, 2.377], [0.142, -1.774, 3.430], [1.643, -1.804, 2.950], [2.004, -2.065, 1.484], [-1.384, 0.843, -0.085], [-3.027, -0.337, 1.676], [-3.644, 1.474, 1.412], [-3.136, 0.987, 2.941], [-1.319, 2.232, 1.468], [0.508, 0.665, 1.872], [-0.526, 0.816, 3.323], [-0.469, -1.405, 1.430], [-1.784, -1.208, 2.599], [0.253, -1.196, 4.300], [0.041, -2.852, 3.742], [1.898, -0.722, 3.160], [2.293, -2.503, 3.437], [3.039, -2.106, 1.381], [1.611, -1.414, 0.924], [1.591, -2.914, 0.962], [-1.520, 1.714, -0.648], [-0.454, 0.379, -0.303], [-2.010, 0.116, -0.534], [2.423, 1.837, -1.511], [2.624, 2.194, -0.005], [2.332, 1.398, -0.662], [1.327, -0.329, -1.084], [0.795, -1.846, -1.333], [0.869, -1.189, -0.730], [1.057, 0.426, -3.748], [1.825, -0.656, -3.834], [1.194, -0.366, -3.254], [-0.966, -3.618, -2.351], [-1.597, -2.269, -2.533], [-1.573, -2.997, -2.093], [-1.599, 3.156, -1.518], [-1.970, 2.232, -2.889], [-1.448, 2.391, -2.130], [2.382, 3.423, -3.375], [1.262, 3.261, -2.425], [2.079, 2.892, -2.604], [0.233, -5.047, -0.381], [-0.422, -3.880, -0.738], [0.433, -4.103, -0.464], [-1.868, 4.647, 0.209], [-0.703, 5.255, -0.636], [-1.347, 4.594, -0.597]], "forces_ev_per_a": [[-4.242, 3.636, 0.926], [1.847, -4.447, 0.293], [-0.409, 1.204, 2.689], [-1.343, -2.608, 0.852], [2.281, -1.470, -1.974], [-0.065, 1.953, -0.165], [0.761, -3.864, 1.876], [0.478, -1.053, -0.226], [-0.336, 0.499, -0.302], [0.910, -2.100, 0.127], [1.157, -0.768, -1.190], [-0.135, 2.017, 0.061], [0.923, 0.385, -0.370], [0.092, 0.404, -1.607], [-0.281, -0.998, -1.128], [1.213, 0.081, -0.158], [-0.263, 0.616, 1.471], [-1.559, 1.163, -0.679], [0.879, -1.376, -0.583], [0.002, -0.033, 0.996], [-0.941, 0.224, -0.034], [-1.113, 3.378, -2.732], [0.547, 0.589, 1.425], [0.436, -1.287, -0.415], [-0.732, 1.035, 0.338], [0.139, 1.121, 1.296], [0.163, 0.166, -0.696], [-1.008, -3.079, -2.265], [0.761, 2.007, 3.806], [-0.767, -2.484, 0.224], [-0.178, -2.752, -3.416], [0.936, 5.780, 3.213], [-1.061, 1.679, 0.036], [3.039, -2.418, -1.922], [-1.933, 0.852, 1.670], [2.170, -1.806, -2.022], [0.203, 6.732, -4.841], [-2.408, -4.920, 6.343], [-0.375, 0.536, -1.730], [-1.307, 0.631, -0.897], [1.743, 0.010, 1.764], [0.145, -0.669, 0.703], [-2.882, 0.999, 0.789], [2.490, 0.302, -2.430], [1.028, -0.339, 0.345], [-2.258, 1.781, -0.413], [1.422, -1.305, 0.705], [0.183, 0.609, 0.039], [1.440, 1.824, 0.177], [-1.789, -2.439, 0.031]], "charge": 2, "homo_ev": -16.93, "lumo_energy_ev": -5.21}